[1]
Below is a structure of composition C30H35BrIrN3O4Se, with properties calculated with the ωB97M-V functional and the def2-TZVPD basis.

Calculated values
E_HOMO (spin up / spin down) = -16.762 / -16.738 eV
Net charge = +3
Orbital gap (spin up / spin down) = 5.9 / 5.2 eV
ΔE to the lowest compared entry with this formula, charge and spin = 128.5 kJ/mol
Multiplicity = 2
⟨S²⟩ = 0.990

The geometry in XYZ format:
```
75
Properties=species:S:1:pos:R:3:lowdin_charge:R:1
Ir -1.371 0.502 -0.679 1.15
C -2.737 7.350 -0.003 0.00
O -3.642 6.595 0.803 0.00
C -3.559 5.296 0.906 -0.24
C -4.590 4.677 1.668 0.14
C -4.643 3.308 1.808 0.06
C -3.678 2.471 1.247 -0.04
C -3.697 1.029 1.433 -0.29
C -4.637 0.383 2.399 0.05
O -2.917 0.263 0.827 -0.12
C -2.606 3.091 0.489 -0.27
O -1.630 2.428 -0.016 -0.15
C -2.587 4.493 0.328 0.11
H -3.075 8.379 0.053 0.11
H -2.765 7.014 -1.042 0.11
H -1.716 7.282 0.376 0.11
H -5.339 5.316 2.117 0.16
H -5.480 2.890 2.347 0.13
H -5.163 1.070 3.048 0.09
H -4.073 -0.324 3.010 0.12
H -5.368 -0.213 1.846 0.13
H -1.758 4.914 -0.224 0.14
O 0.170 0.994 -3.156 0.21
C 0.041 0.625 -2.105 -0.16
Br -4.549 -4.099 -4.603 0.91
C -3.660 -2.838 -3.533 -0.64
C -3.161 -1.663 -4.089 -0.05
C -2.510 -0.766 -3.273 -0.10
N -2.325 -0.987 -1.961 -0.10
C -2.819 -2.114 -1.421 -0.11
C -3.485 -3.060 -2.167 -0.06
H -3.273 -1.448 -5.143 0.13
H -2.124 0.151 -3.694 0.11
H -2.677 -2.253 -0.357 0.12
H -3.859 -3.957 -1.695 0.13
C 0.776 -3.946 2.528 -0.10
C 1.938 -4.187 1.574 -0.24
C 1.545 -4.346 0.105 -0.16
C 0.863 -3.132 -0.551 -0.13
N 1.743 -1.965 -0.620 0.00
C 1.702 -0.835 0.122 -0.59
Se 0.310 -0.350 1.287 0.99
N 2.723 -0.026 -0.225 0.00
C 3.061 1.282 0.333 -0.13
C 4.335 1.236 1.189 -0.16
C 4.220 0.411 2.469 -0.24
C 3.149 0.892 3.439 -0.10
C 3.421 -0.627 -1.252 -0.13
C 4.506 -0.192 -2.013 0.03
C 4.945 -1.036 -3.008 -0.02
C 4.325 -2.276 -3.255 -0.02
C 3.246 -2.707 -2.515 0.02
C 2.801 -1.861 -1.502 -0.13
H 1.112 -4.021 3.561 0.09
H -0.025 -4.669 2.366 0.09
H 0.350 -2.949 2.413 0.00
H 2.427 -5.116 1.876 0.12
H 2.695 -3.403 1.688 0.10
H 0.852 -5.185 0.012 0.13
H 2.438 -4.594 -0.470 0.11
H -0.040 -2.856 -0.009 0.08
H 0.590 -3.393 -1.575 0.13
H 2.219 1.639 0.924 0.09
H 3.215 1.968 -0.502 0.14
H 4.575 2.270 1.443 0.13
H 5.158 0.847 0.587 0.11
H 5.186 0.472 2.975 0.12
H 4.074 -0.650 2.237 0.10
H 3.223 1.967 3.604 0.09
H 3.248 0.385 4.398 0.09
H 2.139 0.678 3.077 0.00
H 4.975 0.767 -1.846 0.13
H 5.782 -0.736 -3.623 0.13
H 4.697 -2.899 -4.056 0.13
H 2.763 -3.651 -2.724 0.13
```

=====

[2]
Below is a cluster of 14 separate species, C30H35Cl52O3S in total, with properties calculated with the ωB97M-V functional and the def2-TZVPD basis.

Calculated values
E_HOMO = -12.067 eV
Net charge = +1
Orbital gap = 10.0 eV

The geometry in XYZ format:
```
121
Properties=species:S:1:pos:R:3:lowdin_charge:R:1
C -1.303 0.439 7.279 -0.09
C -1.712 1.920 7.197 -0.27
C -0.515 2.873 7.284 -0.23
C 0.244 3.103 5.975 -0.32
S -0.859 3.391 4.577 1.17
C -0.656 1.976 3.493 -0.34
C -1.874 1.798 2.559 -0.24
C -2.650 0.491 2.789 -0.17
C -2.101 -0.737 2.025 -0.18
C -0.697 -0.545 1.454 -0.25
C -0.055 -1.811 0.883 -0.19
C 1.343 -1.465 0.326 -0.14
C 2.514 -2.172 1.031 -0.14
O 2.229 -2.629 2.364 0.00
C 2.105 -1.700 3.306 -0.55
C 1.849 -2.306 4.654 0.03
O 2.185 -0.508 3.106 0.08
C -0.113 4.797 3.631 -0.34
O -0.272 5.952 4.355 -0.17
C -1.453 6.725 4.064 -0.22
C -2.640 6.327 4.940 -0.06
H -1.064 0.200 8.316 0.08
H -2.166 -0.176 7.016 0.08
H -0.458 0.201 6.629 0.06
H -2.344 2.100 6.323 0.08
H -2.346 2.121 8.063 0.11
H 0.211 2.410 7.961 0.12
H -0.775 3.826 7.748 0.12
H 0.854 4.007 6.061 0.10
H 0.931 2.296 5.711 0.11
H 0.272 2.081 2.926 0.11
H -0.543 1.101 4.137 0.09
H -2.570 2.627 2.743 0.10
H -1.553 1.922 1.528 0.07
H -2.639 0.272 3.863 0.10
H -3.696 0.676 2.537 0.11
H -2.772 -1.016 1.209 0.08
H -2.091 -1.603 2.695 0.11
H -0.717 0.202 0.658 0.06
H -0.026 -0.166 2.232 0.08
H -0.720 -2.135 0.072 0.06
H -0.037 -2.613 1.621 0.12
H 1.391 -1.736 -0.731 0.12
H 1.489 -0.388 0.416 0.11
H 3.368 -1.492 1.062 0.12
H 2.832 -3.048 0.471 0.13
H 2.651 -2.992 4.925 0.10
H 0.914 -2.870 4.617 0.09
H 1.754 -1.514 5.391 0.08
H -0.600 4.802 2.651 0.12
H 0.952 4.579 3.525 0.13
H -1.696 6.664 3.000 0.09
H -1.173 7.755 4.286 0.13
H -3.340 7.152 5.052 0.09
H -3.153 5.464 4.509 0.07
H -2.257 6.013 5.913 0.08
C 6.023 -0.073 -3.231 -2.04
Cl 6.097 1.457 -4.106 0.54
Cl 4.942 -1.190 -4.073 0.51
Cl 7.630 -0.799 -3.148 0.47
Cl 5.419 0.207 -1.592 0.49
C 7.486 -5.329 -2.408 -2.04
Cl 8.212 -6.810 -1.779 0.53
Cl 6.046 -4.927 -1.462 0.52
Cl 8.654 -4.006 -2.289 0.47
Cl 7.041 -5.553 -4.098 0.51
C 10.622 -6.964 -6.528 -2.06
Cl 10.734 -5.330 -7.192 0.52
Cl 9.484 -7.914 -7.489 0.52
Cl 12.212 -7.728 -6.570 0.53
Cl 10.048 -6.876 -4.860 0.49
C -2.926 0.594 -1.966 -2.00
Cl -3.068 0.870 -3.697 0.54
Cl -1.813 1.792 -1.272 0.54
Cl -4.507 0.780 -1.192 0.52
Cl -2.296 -1.018 -1.614 0.60
C -5.778 -2.274 -4.596 -2.02
Cl -7.213 -2.900 -5.411 0.55
Cl -6.122 -0.656 -3.980 0.45
Cl -5.345 -3.342 -3.260 0.54
Cl -4.446 -2.193 -5.759 0.50
C 2.254 -5.793 -5.260 -2.06
Cl 0.671 -5.439 -5.947 0.51
Cl 2.050 -6.654 -3.730 0.52
Cl 3.181 -6.797 -6.375 0.54
Cl 3.116 -4.274 -4.975 0.49
C 8.103 3.431 -0.374 -2.05
Cl 9.284 3.553 0.933 0.53
Cl 6.468 3.456 0.309 0.50
Cl 8.296 4.797 -1.475 0.53
Cl 8.344 1.924 -1.254 0.49
C -5.981 4.141 -4.801 -2.04
Cl -5.102 4.676 -3.362 0.50
Cl -5.143 4.703 -6.247 0.54
Cl -6.054 2.376 -4.807 0.47
Cl -7.620 4.801 -4.770 0.53
C 11.859 -0.681 -3.382 -2.04
Cl 11.103 0.794 -3.992 0.52
Cl 13.032 -1.279 -4.552 0.54
Cl 12.662 -0.344 -1.848 0.54
Cl 10.606 -1.911 -3.130 0.45
C -9.476 0.721 -1.686 -2.04
Cl -8.447 0.757 -0.240 0.50
Cl -11.168 0.791 -1.199 0.53
Cl -9.090 2.106 -2.707 0.52
Cl -9.169 -0.773 -2.574 0.50
C -2.993 -6.536 -7.132 -2.05
Cl -4.468 -7.205 -7.828 0.54
Cl -3.331 -4.924 -6.478 0.47
Cl -2.405 -7.586 -5.839 0.52
Cl -1.755 -6.411 -8.387 0.52
C -12.291 -2.893 0.146 -2.06
Cl -13.525 -1.992 1.030 0.53
Cl -12.612 -2.785 -1.588 0.52
Cl -10.703 -2.200 0.489 0.49
Cl -12.319 -4.585 0.647 0.53
C -2.284 7.178 -1.232 -2.06
Cl -1.478 7.869 0.186 0.52
Cl -1.418 7.651 -2.690 0.55
Cl -2.288 5.412 -1.096 0.48
Cl -3.945 7.762 -1.306 0.54
```

=====

[3]
Below is a structure of composition C30H35CoFN3O5PSe2Si, with properties calculated with the ωB97M-V functional and the def2-TZVPD basis.

Calculated values
E_HOMO (spin up / spin down) = -4.697 / -4.700 eV
Net charge = -1
Orbital gap (spin up / spin down) = 6.7 / 6.8 eV
ΔE to the lowest compared entry with this formula, charge and spin = 41.8 kJ/mol

The geometry in XYZ format:
```
79
Properties=species:S:1:pos:R:3:lowdin_charge:R:1
Co -0.762 0.263 0.090 0.32
C -3.087 -1.187 2.482 -0.15
Si -2.003 0.257 2.992 0.47
C -2.875 1.923 2.974 -0.16
C -1.702 -0.100 4.837 -0.19
N -0.546 0.294 1.995 -0.10
C 0.753 0.427 2.370 -0.33
C 1.246 0.692 3.662 -0.03
C 2.601 0.783 3.927 -0.11
C 3.553 0.620 2.934 -0.12
C 3.114 0.363 1.640 -0.03
C 1.767 0.289 1.409 -0.26
F 1.358 0.053 0.106 -0.09
H -3.955 -1.237 3.141 0.04
H -2.536 -2.115 2.591 0.01
H -3.469 -1.098 1.473 0.00
H -3.882 1.832 3.377 0.03
H -2.949 2.320 1.965 0.01
H -2.326 2.636 3.591 0.02
H -2.691 -0.266 5.268 0.03
H -1.261 0.726 5.387 0.01
H -1.113 -0.996 5.016 0.03
H 0.559 0.824 4.472 0.07
H 2.913 0.989 4.943 0.09
H 4.608 0.693 3.152 0.09
H 3.794 0.220 0.812 0.11
Se -0.371 0.368 -2.396 0.54
P 0.551 2.275 -1.957 0.22
Se 0.111 2.870 0.045 0.52
C 2.353 2.180 -2.257 -0.39
C 2.809 1.752 -3.499 -0.10
C 4.166 1.674 -3.749 -0.09
C 5.077 2.019 -2.757 -0.09
C 4.624 2.441 -1.520 -0.09
C 3.262 2.524 -1.269 -0.12
C 0.029 3.539 -3.163 -0.39
C -0.942 3.283 -4.117 -0.10
C -1.320 4.280 -5.005 -0.08
C -0.731 5.531 -4.939 -0.10
C 0.239 5.791 -3.979 -0.09
C 0.617 4.799 -3.094 -0.10
H 2.097 1.466 -4.263 0.10
H 4.518 1.337 -4.714 0.10
H 6.139 1.952 -2.951 0.10
H 5.328 2.704 -0.741 0.10
H 2.893 2.840 -0.300 0.06
H -1.405 2.304 -4.153 0.06
H -2.081 4.075 -5.745 0.10
H -1.029 6.308 -5.630 0.10
H 0.698 6.769 -3.921 0.10
H 1.367 5.000 -2.338 0.11
C -0.837 -4.442 2.844 -0.08
C -0.050 -4.846 1.613 -0.18
C -0.439 -4.093 0.329 -0.30
C 0.518 -4.546 -0.802 -0.16
C 0.323 -3.817 -2.122 -0.07
C -1.834 -4.466 -0.101 -0.43
O -2.277 -5.597 -0.056 0.08
N -2.546 -3.439 -0.634 0.22
C -2.188 -2.082 -0.700 -0.54
O -2.913 -1.340 -1.331 0.04
N -1.075 -1.674 -0.036 0.09
C -0.213 -2.582 0.514 -0.42
O 0.817 -2.247 1.067 0.09
H -0.537 -5.046 3.701 0.07
H -1.907 -4.585 2.698 0.08
H -0.653 -3.398 3.094 0.07
H -0.192 -5.909 1.410 0.12
H 1.011 -4.667 1.784 0.12
H 0.383 -5.622 -0.934 0.12
H 1.532 -4.377 -0.433 0.12
H -0.684 -3.957 -2.518 0.08
H 1.025 -4.195 -2.866 0.08
H 0.496 -2.746 -2.018 0.06
H -3.459 -3.643 -1.017 0.17
O -4.577 0.656 0.274 0.01
C -3.636 0.986 -0.413 -0.53
O -2.406 1.108 -0.065 -0.28
H -3.791 1.279 -1.478 0.13
```

=====

[4]
Below is a structure of composition C30H35FeN8PS6, with properties calculated with the ωB97M-V functional and the def2-TZVPD basis.

Calculated values
E_HOMO (spin up / spin down) = -8.079 / -9.658 eV
Net charge = +1
Orbital gap (spin up / spin down) = 5.6 / 4.9 eV
ΔE to the lowest compared entry with this formula, charge and spin = 195.2 kJ/mol
Multiplicity = 6
⟨S²⟩ = 8.841

The geometry in XYZ format:
```
81
Properties=species:S:1:pos:R:3:lowdin_charge:R:1
Fe 0.153 0.436 0.238 0.17
C 4.035 0.863 -1.008 -0.01
C 2.600 0.465 -0.851 -0.35
N 2.027 0.425 0.359 -0.22
N 2.740 0.717 1.451 0.00
C 2.045 0.888 2.528 -0.81
N 2.634 1.043 3.750 0.08
S 0.296 0.759 2.463 0.76
C 1.765 0.190 -1.938 -0.29
C 2.236 -0.024 -3.267 -0.01
C 1.343 -0.139 -4.290 -0.06
C -0.030 0.022 -4.015 -0.05
C -0.426 0.160 -2.707 -0.16
N 0.418 0.152 -1.677 -0.10
H 4.376 1.310 -0.078 0.07
H 4.122 1.600 -1.802 0.09
H 4.674 0.012 -1.250 0.09
H 3.582 1.388 3.739 0.10
H 2.042 1.468 4.447 0.08
H 3.296 -0.117 -3.442 0.11
H 1.671 -0.337 -5.299 0.11
H -0.751 0.027 -4.813 0.10
H -1.468 0.282 -2.457 0.11
C -0.713 4.399 -3.310 -0.35
S -1.650 5.179 -1.961 0.89
C -0.506 5.270 -0.644 -0.95
C 0.245 4.244 -0.116 -1.00
S 0.266 2.657 -0.699 0.90
S 1.190 4.678 1.309 0.92
C 0.669 6.341 1.429 -1.47
S 1.218 7.372 2.573 0.63
S -0.480 6.796 0.197 0.95
H -1.409 4.337 -4.140 0.04
H -0.377 3.410 -3.014 -0.03
H 0.127 5.035 -3.568 0.05
C -3.952 4.029 0.475 -0.10
C -4.280 3.057 -0.457 -0.09
C -3.551 1.890 -0.531 -0.03
C -2.448 1.668 0.311 -0.34
C -2.114 2.673 1.227 -0.10
C -2.866 3.827 1.312 -0.09
N -1.740 0.483 0.207 -0.07
C -2.521 -0.640 0.150 -0.32
C -2.205 -1.719 -0.690 -0.12
C -3.050 -2.806 -0.792 -0.11
C -4.197 -2.887 -0.020 -0.09
C -4.498 -1.852 0.854 -0.07
C -3.687 -0.742 0.934 -0.01
H -4.539 4.931 0.550 0.11
H -5.114 3.208 -1.126 0.11
H -3.813 1.133 -1.256 0.12
H -1.290 2.518 1.906 0.02
H -2.612 4.571 2.052 0.11
H -1.346 -1.642 -1.342 0.07
H -2.823 -3.591 -1.498 0.11
H -4.851 -3.740 -0.106 0.10
H -5.380 -1.912 1.472 0.11
H -3.925 0.061 1.616 0.12
C 1.122 -4.705 2.353 -0.11
N 2.061 -3.512 2.443 -0.07
C 3.118 -3.676 1.357 -0.11
N 2.519 -3.814 0.087 -0.15
C 1.632 -4.961 0.063 -0.15
N 0.583 -4.816 1.054 -0.15
C -0.332 -3.748 0.708 -0.27
P 0.444 -2.007 0.617 1.10
C 1.353 -2.223 2.266 -0.27
C 1.905 -2.600 -0.409 -0.27
H 0.328 -4.576 3.094 0.15
H 1.706 -5.599 2.596 0.15
H 2.513 -3.511 3.360 0.19
H 3.689 -4.580 1.591 0.15
H 3.771 -2.799 1.394 0.15
H 2.212 -5.866 0.265 0.14
H 1.186 -5.046 -0.927 0.14
H -1.162 -3.722 1.422 0.11
H -0.761 -3.966 -0.273 0.08
H 0.622 -2.088 3.070 0.09
H 2.096 -1.426 2.357 0.06
H 2.663 -1.816 -0.436 0.08
H 1.572 -2.774 -1.436 0.11
```

=====

[5]
Below is a structure of composition C30H35N3O6S3Ti, with properties calculated with the ωB97M-V functional and the def2-TZVPD basis.

Calculated values
E_HOMO = -6.494 eV
Net charge = 0
Orbital gap = 5.2 eV
ΔE to the lowest compared entry with this formula, charge and spin = 12.9 kJ/mol

The geometry in XYZ format:
```
78
Properties=species:S:1:pos:R:3:lowdin_charge:R:1
Ti -0.304 1.256 -0.040 1.17
C -1.616 0.601 2.886 -0.04
N -0.461 1.295 2.281 -0.25
C -0.451 2.723 2.685 -0.19
C -1.752 3.488 2.450 -0.14
C -2.432 3.286 1.094 -0.17
N -1.474 3.074 0.013 -0.02
C -1.397 3.931 -0.932 -0.03
C -0.606 3.804 -2.141 -0.13
C -0.399 4.936 -2.939 -0.03
C 0.305 4.848 -4.120 -0.07
C 0.779 3.605 -4.542 -0.05
C 0.562 2.467 -3.792 0.02
C -0.118 2.562 -2.581 -0.29
O -0.322 1.469 -1.844 -0.12
C 0.789 0.681 2.816 -0.18
C 0.943 -0.827 2.609 -0.13
C 0.714 -1.332 1.176 -0.20
N 1.059 -0.251 0.255 -0.06
C 2.193 -0.265 -0.348 -0.06
C 2.756 0.893 -1.008 -0.13
C 3.864 0.727 -1.849 -0.01
C 4.505 1.819 -2.391 -0.08
C 4.066 3.102 -2.056 -0.06
C 2.991 3.291 -1.212 0.00
C 2.302 2.191 -0.696 -0.31
O 1.233 2.386 0.081 -0.18
H -1.573 0.698 3.977 0.11
H -1.597 -0.452 2.619 0.09
H -2.553 1.004 2.518 0.07
H 0.370 3.196 2.145 0.11
H -0.215 2.783 3.755 0.13
H -1.503 4.544 2.577 0.12
H -2.480 3.249 3.226 0.12
H -3.065 4.148 0.868 0.12
H -3.083 2.410 1.108 0.09
H -1.999 4.840 -0.854 0.14
H -0.795 5.889 -2.610 0.12
H 0.474 5.729 -4.723 0.10
H 1.322 3.527 -5.475 0.11
H 0.918 1.496 -4.109 0.13
H 0.829 0.888 3.892 0.13
H 1.621 1.213 2.352 0.12
H 0.298 -1.386 3.288 0.12
H 1.968 -1.060 2.907 0.12
H -0.324 -1.614 1.004 0.10
H 1.315 -2.217 0.966 0.02
H 2.780 -1.183 -0.319 0.11
H 4.195 -0.280 -2.073 0.13
H 5.347 1.685 -3.055 0.10
H 4.574 3.966 -2.466 0.11
H 2.641 4.283 -0.956 0.12
C 3.420 -6.388 -0.463 -0.15
O 2.908 -5.273 -1.186 -0.27
C 1.983 -4.477 -0.613 -1.34
S 1.441 -4.797 0.953 0.55
S 1.450 -3.233 -1.634 0.54
H 4.132 -6.858 -1.138 0.08
H 2.623 -7.083 -0.201 0.07
H 3.913 -6.066 0.454 0.07
C -2.225 -6.088 1.148 -0.05
C -2.535 -4.672 0.757 -0.26
C -1.876 -4.095 -0.330 -0.04
C -2.133 -2.791 -0.702 -0.06
C -3.045 -2.045 0.038 -0.30
C -3.711 -2.589 1.124 -0.06
C -3.455 -3.909 1.468 -0.03
S -3.223 -0.344 -0.333 0.58
O -3.388 -0.133 -1.737 -0.25
O -4.155 0.261 0.581 -0.29
O -1.803 0.158 0.079 -0.44
H -1.145 -6.231 1.205 0.04
H -2.613 -6.786 0.403 0.09
H -2.667 -6.341 2.112 0.07
H -1.121 -4.653 -0.869 0.09
H -1.594 -2.349 -1.530 0.11
H -4.409 -1.984 1.686 0.11
H -3.968 -4.348 2.316 0.11
```

=====

> The lowest net charge belongs to which entry?

C30H35CoFN3O5PSe2Si